# 1
{"formula": "C10H23ClIN4O2P", "method": "ωB97M-V with the def2-TZVPD basis set", "species": ["C", "C", "C", "N", "C", "C", "C", "C", "I", "C", "N", "C", "N", "P", "O", "Cl", "N", "H", "H", "H", "H", "H", "H", "H", "H", "H", "H", "H", "H", "H", "H", "H", "H", "H", "H", "H", "H", "C", "O", "H", "H", "H"], "coordinates": [[-1.726584, -3.005521, -2.335179], [-0.264063, -2.776299, -1.610258], [0.682408, -1.652367, -2.363971], [1.725036, -1.062127, -1.439716], [1.249178, 0.189041, -0.735119], [0.844711, 1.524957, -1.594105], [-0.746485, 1.664750, -1.960448], [-1.138621, 3.280169, -1.847396], [-3.348747, 3.567852, -1.851871], [2.639882, 0.690636, 0.021496], [2.212198, 1.336759, 1.328424], [1.069767, 0.436951, 1.767964], [0.669539, 0.200588, 3.074451], [1.461284, 1.008324, 4.486708], [0.783744, 2.622892, 4.482226], [0.767722, 0.122312, 6.288367], [0.463247, -0.197224, 0.498690], [-2.207349, -3.992913, -1.923319], [-1.611186, -3.104625, -3.509080], [-2.458745, -2.102706, -2.099593], [0.300550, -3.804799, -1.603530], [-0.503550, -2.498094, -0.478504], [1.276755, -2.236777, -3.216482], [0.064935, -0.821406, -2.932317], [2.609833, -0.807393, -1.932649], [1.117952, 2.472278, -0.926869], [1.494494, 1.584660, -2.577181], [-0.890016, 1.387671, -3.110188], [-1.477045, 1.090197, -1.249146], [-0.657666, 3.792409, -0.882961], [-0.752956, 3.905466, -2.762999], [3.129080, 1.589099, -0.587438], [3.416670, -0.174127, 0.261167], [1.729361, 2.256570, 1.198117], [-0.131294, -0.457168, 3.304108], [0.676803, 2.840736, 3.490211], [0.825964, -1.181502, 0.641414], [-2.627377, -1.530874, 2.957543], [-1.525373, -1.292344, 3.652538], [-2.677198, -2.481280, 2.399293], [-3.578146, -1.571965, 3.515778], [-2.888714, -0.812805, 2.161822]], "forces_ev_per_a": [[0.197, 0.244, -0.105], [-0.654, -0.094, 0.247], [0.029, -1.143, -1.293], [-1.641, 1.333, -0.434], [4.291, 1.120, 1.187], [-1.215, -0.009, 0.362], [0.003, 1.555, -0.744], [1.358, 0.066, -0.103], [1.404, -0.171, 0.088], [0.587, 1.647, -0.698], [-2.881, -1.792, 0.638], [-0.334, -0.103, 0.209], [1.712, 1.791, -4.159], [0.960, 1.655, 0.509], [0.150, -2.358, -2.275], [-0.298, 0.713, -1.765], [1.828, -0.503, 2.652], [0.924, 1.980, -0.809], [-0.231, 0.191, 2.422], [1.595, -1.909, -0.523], [-0.951, 2.080, 0.012], [0.675, -0.446, -2.476], [-1.302, 1.263, 1.803], [0.967, -1.630, 1.300], [-1.232, -0.369, 0.330], [-0.479, -2.019, -1.368], [-1.224, -0.294, 2.112], [0.010, 0.313, 2.686], [1.659, 0.841, -1.429], [-1.391, -1.266, -1.955], [-0.770, -1.401, 1.740], [-0.649, -2.259, 1.172], [-1.834, 1.807, -0.573], [0.930, -0.744, -0.165], [-2.503, -1.267, -0.341], [0.035, -0.276, 2.291], [-1.351, 0.653, -0.317], [-1.631, -0.263, -1.255], [2.688, 0.923, 0.794], [0.399, -0.536, -0.091], [-0.013, 0.096, 0.631], [0.184, 0.578, -0.308]], "homo_ev": -6.4196, "e_tot_ha": -1863.31633}


# 2
{"formula": "C4H6FN2", "method": "ωB97M-V with the def2-TZVPD basis set", "species": ["C", "C", "C", "C", "N", "N", "F", "H", "H", "H", "H", "H", "H"], "coordinates": [[-0.761845, 0.919725, 0.855810], [0.853670, 1.161726, -0.714773], [0.240344, -1.006408, 0.003830], [-1.249900, -0.450937, 0.288957], [0.022746, 1.625141, 0.177313], [1.091267, -0.109188, -0.698092], [-1.864866, -0.523727, -0.956843], [-1.211780, 1.254957, 1.803494], [1.407887, 1.872501, -1.315499], [0.795030, -1.145847, 0.981659], [0.320651, -1.876360, -0.517601], [-1.718266, -1.114015, 0.975040], [2.075063, -0.607565, -0.883299]], "forces_ev_per_a": [[-3.464, -0.950, -0.251], [1.303, -0.006, -1.178], [-0.657, 1.843, 3.819], [3.965, -0.603, -1.941], [-0.480, 1.435, 1.415], [3.502, -1.496, -1.087], [-0.007, 1.063, 1.111], [0.613, 0.066, -0.284], [0.069, -0.253, -0.218], [-0.842, -0.244, -0.492], [-0.628, -2.774, -1.288], [-0.656, -0.177, 0.622], [-2.718, 2.096, -0.226]], "homo_ev": -15.5380, "charge": 1, "smiles": "F[C@@H]1C=NC=[NH+]C1", "e_tot_ha": -365.05893, "de_lowest_kj_mol": 176.45}


# 3
{"formula": "C46H51CoN5O6PSSe", "method": "ωB97M-V with the def2-TZVPD basis set", "species": ["Co", "O", "C", "C", "C", "N", "C", "C", "C", "O", "O", "C", "O", "O", "H", "H", "H", "O", "C", "C", "C", "C", "C", "C", "C", "P", "C", "C", "C", "C", "C", "C", "C", "C", "C", "C", "C", "C", "H", "H", "H", "H", "H", "H", "H", "H", "H", "H", "H", "H", "H", "H", "C", "C", "N", "C", "S", "N", "C", "C", "H", "H", "H", "H", "H", "H", "H", "H", "H", "H", "H", "H", "C", "C", "C", "C", "N", "C", "Se", "N", "C", "C", "C", "C", "C", "C", "C", "C", "C", "C", "H", "H", "H", "H", "H", "H", "H", "H", "H", "H", "H", "H", "H", "H", "H", "H", "H", "H", "H", "H", "H", "H"], "coordinates": [[-0.465909, -1.546600, 0.868318], [-3.552747, -5.004345, -2.926159], [-2.964623, -4.114426, -2.079924], [-2.316474, -2.975920, -2.551389], [-1.734892, -2.133616, -1.625181], [-1.800516, -2.391164, -0.328763], [-2.412122, -3.475464, 0.134048], [-3.022316, -4.375607, -0.715193], [-2.299285, -3.638543, 1.649978], [-2.934564, -4.542016, 2.185085], [-1.488851, -2.817488, 2.189671], [-0.952205, -0.854613, -1.950822], [-1.007310, -0.445514, -3.112470], [-0.346838, -0.358341, -0.955052], [-3.416952, -4.706635, -3.836329], [-2.252111, -2.725743, -3.604348], [-3.511188, -5.252332, -0.315524], [0.611476, 0.532940, 2.330329], [0.683447, -0.648628, 2.047168], [1.818018, -1.411410, 2.690289], [2.415170, -1.005248, 3.880152], [3.446162, -1.752071, 4.418151], [3.894614, -2.901888, 3.781763], [3.304912, -3.314712, 2.600624], [2.267434, -2.561135, 2.056252], [1.312269, -2.962218, 0.582894], [2.424138, -2.625395, -0.825291], [1.891924, -2.748405, -2.108487], [2.686834, -2.538036, -3.222744], [4.020756, -2.184327, -3.065885], [4.549454, -2.025819, -1.794182], [3.754250, -2.248284, -0.677165], [1.300549, -4.788630, 0.648812], [2.109110, -5.582526, -0.164281], [2.078751, -6.966026, -0.045017], [1.247363, -7.567136, 0.888756], [0.447537, -6.782047, 1.707882], [0.473465, -5.400059, 1.593238], [2.049002, -0.107319, 4.361351], [3.902494, -1.450518, 5.354781], [4.695954, -3.486211, 4.218635], [3.642119, -4.223641, 2.114767], [0.844244, -2.998585, -2.237008], [2.256373, -2.621644, -4.212441], [4.638218, -1.998743, -3.936273], [5.574926, -1.702455, -1.666012], [4.153315, -2.079996, 0.313488], [2.750833, -5.119928, -0.905484], [2.705142, -7.573739, -0.687050], [1.220274, -8.646693, 0.975988], [-0.211203, -7.239125, 2.435184], [-0.142159, -4.793916, 2.246919], [4.337939, 1.794360, 2.547814], [2.853050, 1.828716, 2.223227], [2.534204, 2.785629, 1.178845], [2.446149, 2.463993, -0.126544], [2.690960, 0.939367, -0.730665], [2.055327, 3.485683, -0.963358], [2.392460, 4.881391, -0.740300], [3.889294, 5.169424, -0.791740], [4.535756, 1.082298, 3.351316], [4.699481, 2.776190, 2.863750], [4.900094, 1.484325, 1.665944], [2.256770, 2.083009, 3.101006], [2.516506, 0.854878, 1.875954], [2.321068, 3.727265, 1.454954], [2.080604, 3.174676, -1.925129], [1.968015, 5.220879, 0.208819], [1.869001, 5.459848, -1.502780], [4.416093, 4.614721, -0.013771], [4.086831, 6.233914, -0.651403], [4.301046, 4.864786, -1.754760], [-2.895277, 3.834310, 3.760100], [-2.775759, 4.453968, 2.372287], [-1.352027, 4.417464, 1.819053], [-0.878264, 3.010063, 1.469478], [-1.521703, 2.510910, 0.266913], [-2.426876, 1.509226, 0.211567], [-3.056095, 0.545064, 1.636543], [-2.771591, 1.343574, -1.095785], [-3.711467, 0.344151, -1.583632], [-5.173308, 0.685866, -1.293153], [-5.613909, 2.085169, -1.710655], [-5.590574, 2.324366, -3.216530], [-1.991936, 2.179712, -1.886378], [-1.874867, 2.328825, -3.258191], [-0.973906, 3.273114, -3.723528], [-0.206380, 4.040654, -2.847318], [-0.307679, 3.879221, -1.474804], [-1.211170, 2.933233, -1.011792], [-3.890597, 3.996540, 4.177909], [-2.166973, 4.275661, 4.447459], [-2.727100, 2.757503, 3.726270], [-3.122635, 5.491275, 2.397745], [-3.438656, 3.922754, 1.681175], [-0.660350, 4.836196, 2.559421], [-1.285808, 5.057382, 0.933926], [-1.104768, 2.296488, 2.258149], [0.194900, 2.960394, 1.306582], [-3.466332, -0.599394, -1.102805], [-3.520002, 0.232141, -2.650831], [-5.336753, 0.554175, -0.223236], [-5.788655, -0.060286, -1.807908], [-4.986683, 2.825549, -1.204182], [-6.628602, 2.247794, -1.336678], [-4.573432, 2.381606, -3.601462], [-6.087661, 3.260271, -3.478452], [-6.103184, 1.515844, -3.746019], [-2.416098, 1.693322, -3.943407], [-0.845756, 3.399159, -4.790840], [0.493836, 4.762162, -3.249226], [0.305186, 4.451165, -0.784988]], "forces_ev_per_a": [[-0.848, 0.107, -0.491], [0.021, 0.040, -0.187], [-0.015, 0.008, -0.048], [-0.055, 0.095, -0.012], [0.123, 0.034, -0.014], [0.559, -0.423, 0.071], [-0.118, 0.039, 0.040], [-0.088, 0.034, 0.020], [0.094, -0.009, 0.016], [-0.040, -0.069, 0.006], [0.087, 0.124, 0.106], [0.143, -0.206, 0.114], [0.052, -0.054, -0.129], [-0.058, -0.111, 0.147], [-0.025, -0.052, 0.210], [0.009, -0.021, 0.005], [0.001, -0.001, -0.008], [-1.155, 0.036, 0.173], [0.071, -0.199, -0.096], [0.273, -0.245, 0.323], [-0.014, 0.018, -0.095], [0.025, 0.162, 0.270], [0.093, -0.156, -0.035], [-0.011, 0.023, -0.063], [0.077, -0.049, 0.238], [-0.065, 0.095, -0.465], [0.014, -0.100, 0.040], [-0.003, 0.006, 0.032], [-0.007, 0.026, -0.004], [0.006, 0.041, -0.018], [-0.054, 0.003, 0.046], [-0.048, 0.035, -0.046], [0.081, -0.090, -0.046], [-0.119, 0.003, -0.064], [0.009, 0.012, -0.004], [0.001, -0.019, -0.003], [-0.016, 0.038, 0.007], [0.042, -0.008, 0.010], [-0.010, 0.004, 0.044], [-0.009, 0.013, -0.020], [-0.008, 0.015, -0.003], [-0.044, 0.014, -0.037], [0.011, -0.020, 0.004], [-0.001, -0.002, 0.001], [-0.004, -0.009, 0.001], [0.004, -0.019, -0.004], [0.075, -0.054, 0.024], [-0.007, -0.033, 0.054], [0.001, 0.003, 0.006], [-0.001, 0.006, -0.001], [0.005, -0.006, -0.001], [-0.039, 0.021, -0.023], [0.065, 0.145, -0.044], [0.558, -0.009, 0.041], [0.155, 0.045, -0.050], [-0.038, 0.160, -0.118], [0.139, -0.053, -0.052], [1.891, -0.515, 0.264], [0.322, -0.123, -0.059], [-0.008, 0.000, 0.045], [-0.023, -0.012, -0.024], [0.048, 0.022, 0.021], [0.029, -0.006, -0.009], [0.059, -0.036, -0.077], [0.378, 0.459, 0.117], [0.008, 0.050, 0.037], [-0.055, 0.041, 0.090], [-0.012, 0.012, 0.087], [0.053, 0.015, -0.056], [-0.008, -0.002, -0.015], [-0.008, 0.002, 0.004], [-0.019, 0.008, 0.000], [0.019, 0.011, 0.034], [-0.023, -0.002, -0.034], [-0.006, -0.002, 0.002], [-0.122, 0.009, 0.007], [0.167, 0.041, 0.134], [-0.256, -0.002, -0.034], [-0.027, -0.229, -0.056], [0.152, 0.012, 0.003], [-0.157, 0.188, -0.049], [0.059, 0.027, 0.013], [-0.022, 0.004, 0.032], [-0.020, -0.016, -0.027], [-0.023, 0.136, 0.091], [-0.059, 0.002, -0.083], [-0.021, -0.084, 0.001], [-0.178, 0.041, 0.031], [-0.924, 0.401, 0.290], [-0.023, 0.090, -0.372], [0.002, -0.016, -0.015], [-0.022, 0.016, -0.004], [0.004, 0.010, -0.007], [0.021, 0.007, 0.012], [-0.002, 0.006, 0.014], [-0.016, -0.006, 0.031], [0.018, -0.012, -0.018], [0.058, 0.002, 0.002], [-0.012, 0.035, -0.004], [-0.098, 0.017, 0.047], [0.008, 0.010, 0.023], [-0.017, 0.025, 0.010], [0.012, -0.014, 0.011], [0.005, 0.008, -0.025], [0.000, -0.018, 0.001], [0.030, -0.021, -0.004], [0.013, 0.008, 0.011], [-0.011, 0.017, 0.013], [0.009, 0.008, 0.009], [-0.007, -0.006, -0.004], [0.017, 0.073, -0.052], [-1.101, -0.082, -0.324]], "homo_ev": [-4.5459, -4.7426], "charge": -1, "multiplicity": 2, "e_tot_ha": -7032.65399, "de_lowest_kj_mol": 110.92}


# 4
{"formula": "C2H6ClO2P", "method": "ωB97M-V with the def2-TZVPD basis set", "species": ["C", "C", "O", "O", "P", "Cl", "H", "H", "H", "H", "H", "H"], "coordinates": [[0.066347, -1.549359, -0.794014], [-0.078433, 1.310655, 0.541538], [0.291884, -1.645503, 0.566382], [1.271438, 0.895431, 0.396140], [-1.009264, 0.536027, -0.873613], [-2.676453, 0.267994, 0.124280], [0.908635, -1.333367, -1.314293], [-0.701441, -2.185096, -1.258199], [-0.285150, 0.992453, 1.643638], [-0.333723, 2.337512, 0.481003], [0.680116, -0.802222, 0.837029], [1.866049, 1.175476, -0.349888]], "forces_ev_per_a": [[-4.035, 2.974, 2.291], [0.064, -1.974, 1.176], [-0.463, -1.260, -0.132], [2.089, 0.535, -0.348], [2.304, -1.483, -1.232], [-1.996, -0.586, 0.900], [2.400, 0.383, -1.977], [0.619, -0.098, 0.624], [-0.265, 0.246, -2.074], [0.459, 1.382, -0.011], [0.440, -0.238, -0.074], [-1.616, 0.119, 0.859]], "homo_ev": -8.0102, "e_tot_ha": -1031.75302, "de_lowest_kj_mol": 372.77}


# 5
{"formula": "C3H15NO4", "method": "ωB97M-V with the def2-TZVPD basis set", "species": ["C", "C", "C", "O", "N", "H", "H", "H", "H", "H", "H", "H", "H", "H", "H", "H", "O", "H", "H", "O", "H", "H", "O"], "coordinates": [[-2.147812, 0.350302, 0.224464], [-0.895476, 0.029518, -0.685789], [-1.117377, -1.229757, -1.575097], [0.151146, -2.067052, -1.570020], [-1.943753, 1.567258, 0.935351], [-2.198337, -0.379524, 0.967716], [-3.105379, 0.419621, -0.303867], [0.036477, -0.148499, -0.158921], [-0.649728, 0.873891, -1.334670], [-1.481951, -0.939340, -2.572355], [-1.785840, -1.958069, -1.110839], [0.906057, -1.794410, -2.206715], [-1.323035, 2.259261, 0.371618], [-1.911349, 1.495880, 1.935672], [1.747573, 2.145634, 0.433121], [0.955593, 2.453710, 1.667000], [0.967167, 2.709219, 0.643592], [1.238378, -1.613904, 0.322144], [1.926833, -2.952330, 0.335913], [2.054672, -2.037000, 0.687959], [2.581927, 0.687089, 1.564271], [2.998907, -0.438574, 0.711101], [2.995307, 0.567076, 0.718351]], "forces_ev_per_a": [[1.583, 0.837, -1.109], [-1.361, -0.767, -0.883], [1.838, -0.281, 0.586], [0.499, 1.147, -1.583], [0.959, 2.538, -1.726], [-0.415, -1.768, 0.907], [0.279, -0.504, -0.492], [-0.240, 0.121, 0.744], [-0.272, 0.163, 0.041], [0.369, -0.481, 0.188], [-0.208, 0.352, -0.120], [-2.339, -0.132, 1.386], [-1.354, -1.583, 2.346], [0.560, 0.428, -0.154], [-0.517, 0.459, -0.630], [-0.499, 1.194, -3.150], [1.008, -1.521, 3.582], [0.825, -0.408, 0.239], [0.431, 1.016, 0.492], [-1.266, -0.790, -0.775], [-0.173, 0.382, 0.861], [0.134, 1.303, -0.506], [0.160, -1.705, -0.245]], "homo_ev": -8.5603, "smiles": "NCCCO.O.O.O", "e_tot_ha": -478.95568, "de_lowest_kj_mol": 191.99}


# 6
{"formula": "C2H3N2O2P", "method": "ωB97M-V with the def2-TZVPD basis set", "species": ["C", "C", "N", "N", "O", "O", "P", "H", "H", "H"], "coordinates": [[1.714442, 1.077891, 1.742101], [0.140765, 0.237233, -0.381972], [1.805558, 1.173919, 2.882433], [2.068647, -2.193050, 1.593238], [0.881533, -2.134508, 1.779971], [2.877712, -2.934705, 2.070990], [1.941202, 0.511834, 0.095628], [-0.312968, -0.426888, 0.268161], [-0.576724, 1.144998, -0.284573], [0.007679, -0.237695, -1.470710]], "forces_ev_per_a": [[0.073, -0.570, -0.606], [-0.534, 1.612, -2.858], [-0.117, 0.450, 0.963], [-0.825, -1.075, 1.194], [0.885, 0.190, -0.437], [-0.179, 0.889, -0.743], [-0.923, 0.010, -0.917], [-0.611, -1.708, 1.499], [1.608, -1.064, -0.429], [0.622, 1.266, 2.335]], "homo_ev": [-10.7743, -9.1443], "e_tot_ha": -679.16424, "de_lowest_kj_mol": 577.65}